Computed, not measured: a single C7H9Br2NO molecule, with ωB97M-V/def2-TZVPD.

Calculated values
E_HOMO, eV: -9.612
Frontier orbital gap, eV: 9.833
F_max, eV/A: 4.68
Electronic energy, eV: -151026.4226
LUMO, eV: 0.22

Geometry as ORCA input:
```
! RIJCOSX wB97M-V def2-TZVPD def2/J DEFGRID3
* xyz 0 1
Br 4.416 0.639 0.247
Br 0.972 -3.123 -0.255
O 2.350 0.908 -2.130
N 0.556 -0.002 -1.069
C -0.363 0.581 -2.005
C 0.676 -1.523 0.823
C -0.201 -0.551 0.129
C 2.609 -0.212 0.133
C 2.079 -0.927 1.071
C -0.534 0.537 1.159
C 1.826 0.358 -1.155
H -1.055 1.485 0.711
H 0.319 0.983 1.545
H 0.213 1.173 -2.703
H -1.178 0.229 1.923
H -0.786 -0.269 -2.466
H 0.345 -1.879 1.784
H -1.109 1.120 -1.436
H -1.122 -0.915 -0.163
H 2.483 -1.100 2.053
*
```